Below is the molecule H2NO4P, with properties calculated with ωB97M-V/def2-TZVPD.

Each atom is followed by the atoms it is bonded to, with distances in Å.
Cartesian coordinates (Å):
1 N -1.164 -0.524 0.203  O2 1.179, O3 1.468, P6 1.865
2 O -1.661 -1.583 0.347  N1 1.179
3 O -1.893 0.720 0.480  N1 1.468
4 O 1.416 -0.824 -0.607  P6 1.668, H7 0.919
5 O 0.924 1.075 0.562  P6 1.590, H8 1.051
6 P 0.232 0.349 -0.673  N1 1.865, O4 1.668, O5 1.590
7 H 1.775 -0.979 -1.439  O4 0.919
8 H 0.372 1.767 1.127  O5 1.051

Calculated values
Multiplicity = 1
Gap between HOMO and LUMO = 9.3483 eV
HOMO energy = -10.3 eV
Energy above the lowest of the compared OMol25 structures with the same formula, charge and spin = 280.7 kJ/mol